Entry w
Computed, not measured: a cluster of 2 separate species, C2H10N2 in total, with ωB97M-V with the def2-TZVPD basis set.

Structure (XYZ):
```
14
C2H10N2 (ωB97M-V with the def2-TZVPD basis set)
C 0.5822 -0.2034 2.5929
N 1.3992 0.9819 2.8299
H 0.7939 -0.9483 3.3568
H 0.8607 -0.6290 1.6328
H -0.4961 -0.0322 2.6062
H 1.4996 1.5176 1.9761
H 0.9650 1.5963 3.5086
C -0.6965 -0.8863 -2.6709
N -1.2772 0.4482 -2.6787
H 0.2211 -0.9767 -2.0820
H -0.4151 -1.1817 -3.6810
H -1.4128 -1.6160 -2.3070
H -1.2295 0.8706 -1.7623
H -0.7948 1.0591 -3.3215
```

Values from the calculation:
HOMO level in eV: -9.30
Structure (SMILES): CN.CN
Multiplicity: 1

Entry x
Computed, not measured: a cluster of 2 separate species, C2H10N2 in total, with ωB97M-V with the def2-TZVPD basis set.

Structure (XYZ):
```
14
C2H10N2 (ωB97M-V with the def2-TZVPD basis set)
N -0.3677 -1.6189 -0.0714
C 0.1464 -0.5349 -0.9188
N 1.5120 -0.8344 -1.2228
H -1.2509 -1.3104 0.3127
H -0.5667 -2.4284 -0.6433
H 0.0106 0.3876 -0.3314
H -0.5600 -0.4140 -1.7494
H 2.0840 -0.0791 -1.5001
H 1.9020 -1.2661 -0.3985
C -1.0646 2.5615 1.9001
H -0.5773 2.9585 1.0133
H -1.1001 1.4756 1.7887
H -0.5132 2.8116 2.8019
H -2.0792 2.9134 1.9638
```

Values from the calculation:
HOMO level in eV: -9.10
Structure (SMILES): NCN.C
Multiplicity: 1

Least stable = entry w

Entry w
Computed, not measured: a cluster of 2 separate species, C2H2N3P in total, with ωB97M-V with the def2-TZVPD basis set.

Structure (XYZ):
```
8
C2H2N3P (ωB97M-V with the def2-TZVPD basis set)
C 0.6077 -1.0715 -1.1740
C -1.0218 -0.8683 1.0307
N 0.5678 -1.8757 -1.9818
N -1.8932 -1.1341 1.7060
N 0.7867 -0.1132 -0.3594
P 0.6411 1.4867 -0.3012
H 1.0979 1.7793 0.9947
H -0.7862 1.7969 0.0849
```

Values from the calculation:
HOMO level (spin up / spin down) in eV: -11.00 / -10.52
Multiplicity: 1

Entry x
Computed, not measured: an isolated molecule of C2H2N3P, with ωB97M-V with the def2-TZVPD basis set.

Structure (XYZ):
```
8
C2H2N3P (ωB97M-V with the def2-TZVPD basis set)
C -0.3106 1.5519 1.1984
C 1.1496 -0.6321 -1.4244
N -0.2724 2.7009 1.1314
N 0.1612 -1.0283 -1.0032
N -0.1765 0.2770 1.3435
P -0.7318 -1.0434 0.7271
H 2.1436 -0.7163 -1.8448
H -1.9632 -1.1097 -0.1281
```

Values from the calculation:
HOMO level in eV: -9.13
Multiplicity: 1

Least stable = entry w